No. 1
DFT (ωB97M-V/def2-TZVPD) results for C34H46Ge2N6NiOS3 as an isolated structure.

Structure (XYZ):
```
93
Properties=species:S:1:pos:R:3:lowdin_charge:R:1
H 3.30497 -2.26915 3.07164 0.097
H 0.21813 -1.47040 -2.48558 -0.006
H 2.02041 4.91564 2.63776 0.072
H 0.40673 5.60430 2.80845 0.064
Ge 2.22453 -0.13368 -1.68762 0.705
C 2.40994 0.58407 3.27495 -0.149
C 4.11835 -0.05428 -2.20764 -0.230
C -2.99651 1.70634 -0.14156 -0.400
H 1.65507 -0.09540 3.65633 0.073
C 1.46863 1.61386 -2.08210 -0.240
C 1.28135 -1.50068 -2.72674 -0.241
C -2.42781 5.59596 1.66697 -0.070
H 3.72476 -2.80134 -1.15866 0.074
C 2.92039 1.55114 4.12718 -0.074
C -1.66282 -3.34651 -4.08831 -0.073
H 4.68464 -0.95132 -1.97216 0.007
H -7.12318 3.84820 -0.15738 0.105
C -1.12037 2.91425 0.59032 -0.641
S -2.33229 -2.46385 -0.22110 0.696
H 1.36065 3.66483 0.63567 0.063
H -2.44032 -3.68656 -4.77336 0.088
H 5.11777 -4.78443 -0.77023 0.106
H -0.44696 -3.98084 2.85507 0.163
C -1.57033 5.29896 0.44584 -0.198
H 1.00238 5.37274 0.38583 0.118
C -6.57722 2.91565 -0.19921 -0.071
H -2.20511 5.08451 -0.41267 0.110
Ge 2.24484 -0.82661 0.66755 0.763
C 0.73310 4.49060 0.96974 -0.245
C 0.96099 4.73684 2.45393 -0.067
O -2.41969 0.66158 -0.55926 -0.154
C 3.92981 -3.11365 -0.14172 -0.136
H -2.00929 -4.20104 -2.18404 0.104
C 3.40619 -2.39220 0.92791 -0.346
H -7.09664 -0.42094 -0.44169 0.104
C 3.86966 2.45278 3.67003 -0.081
C -2.38580 -2.28554 -1.92837 -0.788
H 5.56201 -5.55628 1.53455 0.107
H 0.46076 1.72893 -1.69130 -0.017
C -0.17683 -5.52991 1.52113 -0.002
H -3.66614 -1.74005 -4.21830 0.084
H 1.41439 -1.29166 -3.78920 0.030
H -0.94840 6.15900 0.19543 0.117
H -4.64610 3.84733 -0.03486 0.103
H 0.65858 3.86398 3.03087 0.066
H -0.80573 -4.01219 -4.17821 0.086
H 4.13449 1.39072 0.47663 0.083
H -2.51232 -0.40223 -4.42909 0.087
H 4.26764 3.20531 4.33613 0.108
N -2.10856 -3.34433 -2.70553 -0.032
C 4.44545 -3.96614 2.44215 -0.076
H -2.98513 4.70889 1.95989 0.067
N 0.73028 -3.50084 -0.09775 0.095
C 2.83787 0.50830 1.95431 -0.397
C -5.19391 2.92154 -0.13437 -0.021
H 2.10003 2.39891 -1.66769 0.022
H -4.62027 -0.40745 -0.34292 0.088
H -3.13896 6.38648 1.43106 0.077
N -2.42206 2.81095 0.29777 0.118
C -6.56233 0.51669 -0.36746 -0.073
C -4.48802 1.72403 -0.19854 -0.131
N -2.73242 -1.11505 -2.44374 -0.018
C 0.25383 -5.83777 0.26472 0.004
C 3.67909 -2.83087 2.22227 -0.113
C 4.70508 -4.24395 0.07103 -0.080
H 4.65921 -4.28701 3.45248 0.106
C 0.71115 -4.76135 -0.51171 -0.064
H 4.60367 0.79362 -1.72613 0.014
C -7.26271 1.71396 -0.31607 -0.079
H 1.65797 -2.49784 -2.51328 -0.004
S 0.30655 -1.63503 1.80129 0.772
C -3.26103 -0.83704 -3.76682 -0.046
H -2.81646 -0.37084 -1.74291 0.046
H -1.82528 5.92642 2.51081 0.062
Ni -0.91378 -0.38439 0.32282 -0.167
H 1.45761 1.71304 -3.16830 0.028
C 3.79099 1.41981 1.50493 -0.115
S -0.02786 1.64598 1.03098 0.766
H 0.25195 -6.85170 -0.09763 0.121
N -0.12406 -4.23317 1.92881 0.115
N -0.65359 4.17081 0.63937 -0.118
C -5.17762 0.52043 -0.31587 -0.024
C 4.30702 2.38545 2.35529 -0.075
C 0.32178 -3.23084 1.13251 -0.729
H -0.54752 -6.25208 2.23198 0.145
H 4.15825 0.10827 -3.28534 0.028
H -4.07516 -0.12377 -3.65287 0.095
H 2.57028 1.60408 5.14929 0.109
H 5.04604 3.08635 1.99102 0.108
C 4.95704 -4.67598 1.36520 -0.080
H -8.34307 1.71119 -0.36587 0.105
H 1.07283 -4.93263 -1.51954 0.128
H -1.33555 -2.35188 -4.37914 0.072
```

Output
Relative energy (zero: lowest compared OMol25 entry of this formula, charge and spin) in kcal per mole: 0.0
HOMO level (spin up / spin down) in eV: -9.49 / -9.75
Kohn-Sham gap (spin up / spin down) in eV: 5.6796 / 5.9437
2S+1: 2
Total charge: +1

No. 2
DFT (ωB97M-V/def2-TZVPD) results for C34H46Li2O18S as an isolated structure in a non-equilibrium geometry.

Structure (XYZ):
```
101
Properties=species:S:1:pos:R:3:lowdin_charge:R:1
O -5.13441 -4.63964 4.33498 0.074
H -2.46496 -4.44900 -2.41601 0.062
C 3.59177 -0.46564 -0.41245 -0.019
H -1.00664 1.15284 -3.17689 0.141
H 7.10968 1.14628 -1.25036 0.103
H -0.67372 -1.94647 1.78568 0.061
H -5.63202 0.09372 2.66121 0.148
C 4.67691 0.13709 -0.90268 -0.014
O -0.16421 -1.09254 0.29074 -0.331
C 2.11611 0.60435 -3.37880 -0.309
H -5.95202 -4.44462 3.93029 0.095
C 2.05698 -1.83282 -3.88650 0.009
C -1.54256 -2.93927 3.10604 -0.307
H 3.43552 1.64974 -4.36726 0.088
C 3.31906 -0.61903 0.99026 -0.287
O -4.25107 1.07470 -1.55038 -0.055
C 1.70783 5.30410 0.88797 -0.033
H 0.50493 -4.06150 1.47160 0.019
H 5.27983 5.94419 2.34384 0.046
H -1.66692 1.77982 -5.19361 0.026
H -0.80605 -3.45128 5.00865 0.110
H 4.89659 0.25016 -1.97978 0.122
H 1.43834 -1.41217 1.33038 -0.012
C 3.72221 -0.45805 -4.95169 -0.027
C -1.54837 -4.18276 -2.84710 -0.189
C -6.88386 1.65952 1.59979 -0.348
H -7.92564 3.19176 0.48543 0.163
Li -1.91087 1.41849 2.65982 0.789
O 1.36369 -3.67350 -0.33428 -0.218
H 3.06734 6.80870 1.61979 0.150
H 2.74206 -0.76973 -1.05839 0.114
H 4.68612 2.87891 0.52845 0.105
H 0.80681 -2.76585 0.07710 0.122
H -3.31234 0.72825 -1.56973 0.050
H -1.74177 -4.14480 -3.99929 0.126
O -0.04383 2.39404 2.90908 -0.130
O 5.23531 5.32008 1.69512 0.061
H -4.73741 -3.25524 1.92783 0.121
H 4.57033 -3.09573 -4.48232 0.186
C 3.18004 -1.64018 -4.70456 -0.395
C -7.02648 2.41908 0.42310 -0.034
C 1.54864 4.00476 0.32445 -0.285
O 0.36646 3.55221 -0.30711 -0.002
H 1.85395 2.20886 3.30153 -0.045
O 2.32851 -1.40099 1.48595 0.050
C 4.41079 -0.34642 1.81939 -0.013
O 6.80170 1.03962 -0.37625 0.095
O 3.91703 -2.68980 -5.22543 -0.048
H 2.15880 -4.60100 1.27850 0.085
H -6.16198 3.20332 -1.27688 0.135
H -3.11618 1.29771 -4.98116 0.096
H -0.70874 -3.14438 -1.40729 0.098
C -3.89787 -3.41708 2.64822 -0.021
O 1.43129 1.58922 -2.81874 0.041
C 1.15298 -4.54749 0.85956 -0.083
C 2.95786 5.72228 1.23482 -0.094
O 0.08308 1.06981 -0.81571 -0.348
C -2.25257 1.63581 -4.44449 -0.205
H -2.88443 -4.78675 5.62295 0.088
H 0.97609 1.23558 -2.02230 0.009
H 1.13496 1.72183 4.34717 0.069
C -6.12763 2.32049 -0.60668 -0.019
H 1.60889 -2.81982 -3.70698 0.124
H -2.67728 -2.13564 1.41246 0.121
C -2.71012 -2.85882 2.28417 -0.053
C 4.02910 4.92344 1.17347 -0.290
H -0.71648 -4.83463 -2.61750 0.092
O -1.20768 -3.02535 -2.26293 -0.183
O -1.92400 -0.32710 -1.12899 -0.420
H -2.40248 2.65637 -3.97351 0.134
C -4.89606 0.64732 0.72896 -0.055
C 1.49187 -0.74008 -3.26974 -0.002
H 4.47215 -0.38816 2.96694 0.137
H -7.40200 1.81263 3.38576 0.081
H 6.29073 0.39751 2.09143 0.082
O -1.52529 0.67920 0.93852 -0.380
H 2.61718 2.20268 0.11075 0.092
H -4.15561 -0.10307 0.74378 0.086
C -1.67041 -3.61450 4.37509 0.005
O -0.44804 -2.19777 2.74054 -0.010
C 5.66799 0.08737 1.34460 -0.017
C -3.97773 -4.16876 3.91870 -0.321
C 3.87182 3.53159 0.74957 0.035
H 0.04617 2.75139 1.98741 0.098
O -1.97809 0.90614 -3.39490 -0.164
C 3.11914 0.66927 -4.33112 -0.009
C -2.80706 -4.40437 4.66288 -0.007
S -0.88057 0.05186 -0.16550 0.339
H 0.78385 6.09925 0.87622 0.166
C -5.20821 1.27661 -0.47106 -0.231
H 0.96633 -5.48239 0.36471 0.073
Li -2.14192 -1.15176 -2.89767 0.752
H 4.40014 -0.56960 -5.85168 0.151
H 0.72611 -0.96215 -2.74959 0.014
H 1.30704 3.54059 3.95511 0.155
C 1.08555 2.42509 3.64131 -0.143
C 2.67850 3.22901 0.26446 -0.060
C 5.73364 0.43762 0.01319 -0.393
H 0.40249 2.58000 -0.45327 0.012
O -7.83505 1.79594 2.55599 0.045
C -5.78964 0.79948 1.74284 -0.043
```

Output
Relative energy (zero: lowest compared OMol25 entry of this formula, charge and spin) in kcal per mole: 50.9
HOMO level in eV: -7.33
Kohn-Sham gap in eV: 6.6140
2S+1: 1

Q: What is the 2S+1 in the second record?
A: 1

Q: Which formula does entry 2 have?
A: C34H46Li2O18S

Q: The lowest relative energy (zero: lowest compared OMol25 entry of this formula, charge and spin) belongs to which entry?
A: C34H46Ge2N6NiOS3

Q: The lowest 2S+1 belongs to which entry?
A: C34H46Li2O18S